Molecular formula: C12H10N6O7PtS3
Method: DFT, wB97M-V/def2-TZVPD

E_LUMO (alpha / beta): -2.30 / -2.31 eV
E_HOMO (alpha / beta): -7.343 / -7.344 eV

Element x y z (Å)
Pt (0.030, 0.188, 0.130)
N (-0.396, -0.578, 4.678)
C (-0.511, -0.191, 3.396)
S (-0.220, -1.408, 2.193)
N (-0.852, 1.026, 3.108)
N (-0.894, 1.433, 1.870)
C (-1.578, 2.483, 1.488)
C (-1.509, 2.837, 0.133)
C (-2.401, 3.770, -0.482)
C (-2.546, 3.790, -1.822)
C (-1.786, 2.806, -2.659)
C (-0.460, 2.446, -1.971)
N (-0.586, 2.190, -0.599)
H (-0.272, -1.554, 4.877)
H (-0.607, 0.068, 5.418)
H (-2.190, 3.026, 2.198)
H (-2.989, 4.411, 0.153)
H (-3.259, 4.425, -2.319)
H (-1.606, 3.190, -3.670)
H (0.319, 3.187, -2.196)
O (4.652, -3.496, 0.618)
C (3.599, -4.172, 0.230)
O (3.570, -5.377, 0.191)
C (2.381, -3.395, -0.162)
C (1.203, -3.987, -0.594)
N (0.316, -3.008, -0.814)
N (0.842, -1.814, -0.548)
C (2.091, -2.012, -0.138)
C (2.905, -0.810, 0.296)
O (4.108, -0.951, 0.503)
O (2.270, 0.273, 0.420)
H (4.543, -2.493, 0.582)
H (0.980, -5.026, -0.740)
H (-0.643, -3.078, -1.129)
O (-2.556, 1.597, -2.813)
S (-1.824, 0.235, -2.486)
O (-2.058, -0.172, -1.119)
O (-2.191, -0.724, -3.468)
S (0.125, 0.864, -2.752)

Forces on the atoms, in the same order (eV/Å):
-0.6 -1.1 7.0
-0.2 0.4 -0.3
0.6 -1.4 -1.1
0.2 0.7 -1.3
-1.0 2.2 1.4
0.5 -1.2 -2.7
0.2 -0.8 2.0
2.7 -1.7 -2.4
-0.6 0.9 -1.3
0.0 -0.3 1.0
0.8 0.1 -0.2
0.2 0.1 -1.3
-1.7 1.3 1.4
0.1 0.0 0.1
-0.1 0.0 0.0
0.1 0.0 0.1
-0.1 0.2 0.1
-0.1 0.1 0.0
0.0 -0.1 0.2
-0.2 0.0 0.1
0.4 0.1 0.1
-0.3 0.2 -0.1
0.0 -0.3 0.0
-0.4 0.1 0.0
0.5 0.0 0.2
-0.3 -0.1 -0.1
0.3 1.2 -0.5
-0.1 -0.2 -0.2
-0.6 1.0 0.1
0.9 -0.8 0.1
1.0 -0.5 -0.2
-0.3 0.0 -0.1
-0.1 -0.1 0.0
0.2 0.0 0.1
-0.4 0.2 0.1
-0.6 -1.7 0.4
-0.9 0.6 -1.2
0.1 0.1 -0.6
-0.4 0.7 -0.5

Atom charges from the natural (NBO) analysis, given in e for atoms 1 to 4: 1.008, -0.754, 0.315, -0.146

***

Molecular formula: C12H10O2
Method: DFT, wB97M-V/def2-TZVPD

E_LUMO: 0.72 eV
E_HOMO: -9.005 eV

Element x y z (Å)
C (0.732, -1.105, -0.225)
C (0.163, 1.127, 0.466)
C (2.085, -0.812, -0.398)
C (1.524, 1.361, 0.261)
C (-0.189, -0.196, 0.167)
C (2.472, 0.475, -0.151)
C (-3.423, -1.368, 0.819)
C (-2.475, -0.653, 1.495)
C (-2.412, 0.680, -0.558)
C (-2.696, -1.318, -0.545)
C (-1.627, -0.396, 0.103)
C (3.877, 0.924, -0.421)
O (-2.390, 1.877, -0.473)
O (-3.196, -0.152, -1.255)
H (0.446, -2.073, -0.608)
H (-0.593, 1.764, 0.692)
H (2.747, -1.521, -0.718)
H (1.835, 2.360, 0.473)
H (-4.375, -1.665, 1.127)
H (-2.615, -0.250, 2.525)
H (-2.530, -2.170, -1.173)
H (4.169, 1.815, 0.136)
H (4.567, 0.117, -0.272)
H (3.906, 1.181, -1.468)

Forces on the atoms, in the same order (eV/Å):
1.3 -1.6 -1.2
3.6 -3.6 -1.3
-2.3 1.4 1.1
-1.6 2.3 1.2
-0.6 0.9 -0.3
1.0 -0.3 0.0
3.4 1.0 0.1
-1.8 -0.7 -1.8
0.6 1.6 0.2
-0.2 0.4 1.4
-1.4 -0.7 3.6
-0.5 0.3 -0.1
-0.7 -0.8 -0.7
-1.3 0.2 -1.2
-0.5 -0.3 0.3
-1.4 2.3 0.8
1.6 -1.8 -0.8
0.4 0.7 0.0
-1.3 -0.7 0.2
0.9 -0.1 -1.0
0.1 -0.3 -0.3
0.0 -0.2 0.1
0.5 -0.3 0.2
0.3 0.2 -0.5

Atom charges from the natural (NBO) analysis, given in e for atoms 1 to 4: -0.190, -0.177, -0.196, -0.188

***

Molecular formula: C12H10OS
Method: DFT, wB97M-V/def2-TZVPD

E_LUMO: -0.04 eV
E_HOMO: -8.287 eV

Element x y z (Å)
C (2.392, 0.917, 1.615)
C (1.989, 2.197, 1.957)
C (1.507, 0.184, 0.852)
C (0.784, 2.778, 1.625)
C (0.199, 0.779, 0.524)
C (-0.234, 1.990, 0.992)
C (-1.048, -1.332, -2.402)
C (-0.306, -0.973, -1.247)
C (-2.910, 1.158, 3.234)
C (-2.476, 1.558, 2.176)
C (-0.551, -2.007, -3.401)
C (-0.574, 0.131, -0.533)
O (-2.067, 3.820, 1.262)
S (-1.957, 2.456, 0.811)
H (3.289, 0.462, 1.960)
H (2.620, 2.911, 2.413)
H (1.777, -0.731, 0.294)
H (0.419, 3.747, 2.011)
H (-2.090, -0.730, -2.579)
H (0.465, -1.669, -1.013)
H (-3.562, 0.922, 3.994)
H (0.431, -2.330, -3.272)
H (-1.093, -2.377, -4.257)
H (-1.412, 0.633, -0.930)

Forces on the atoms, in the same order (eV/Å):
-1.5 -0.7 -0.4
-0.3 1.5 -0.2
-1.6 1.2 -1.1
-2.9 -0.6 0.4
1.6 -2.3 -1.0
2.4 0.2 0.9
-4.0 2.9 -1.0
0.1 0.6 1.3
0.6 0.9 -2.5
-0.2 -1.0 1.5
-0.6 -1.1 -0.7
0.4 -1.3 -0.3
-0.1 2.3 0.1
0.5 -0.9 -0.4
0.8 0.1 0.1
1.1 0.1 0.8
-0.1 0.5 0.9
0.8 -0.4 -0.3
2.3 -1.8 0.7
0.8 -0.3 0.3
-0.6 -0.6 1.4
1.6 -0.9 -0.1
-0.1 0.5 -0.2
-0.9 0.9 -0.1

Atom charges from the natural (NBO) analysis, given in e for atoms 1 to 4: -0.185, -0.221, -0.177, -0.182

***

Molecular formula: C12H11B2F3N4O6S
Method: DFT, wB97M-V/def2-TZVPD

E_LUMO: -2.04 eV
E_HOMO: -9.308 eV

Element x y z (Å)
C (4.553, -1.425, 1.606)
N (3.605, -1.103, 0.516)
C (4.265, -0.936, -0.792)
B (2.710, -0.003, 0.844)
O (3.110, 1.163, 1.471)
C (1.146, -0.205, 0.482)
C (0.316, 0.930, 0.218)
N (0.814, 2.247, 0.274)
C (0.367, 2.903, -0.691)
S (-0.049, 3.907, -1.769)
C (-1.044, 0.708, -0.081)
C (-1.506, -0.567, -0.093)
F (-2.766, -0.800, -0.344)
N (-0.742, -1.642, 0.154)
C (-1.298, -3.013, 0.137)
C (0.567, -1.442, 0.441)
O (1.263, -2.613, 0.704)
C (1.396, -2.792, 1.999)
N (1.457, -2.921, 3.149)
H (4.251, -2.403, 2.024)
H (5.593, -1.520, 1.272)
H (4.478, -0.712, 2.443)
H (4.785, -1.880, -1.017)
H (3.469, -0.804, -1.546)
H (4.969, -0.087, -0.838)
H (3.396, 1.838, 0.844)
H (-1.757, 1.515, -0.272)
H (-0.930, -3.577, -0.730)
H (-0.945, -3.560, 1.021)
H (-2.388, -3.005, 0.178)
B (-5.249, 2.679, -0.209)
O (-3.837, 2.277, -0.514)
C (-3.746, 2.059, -1.808)
O (-2.729, 1.717, -2.363)
C (-5.092, 2.301, -2.455)
O (-5.338, 2.185, -3.623)
O (-5.953, 2.659, -1.519)
F (-5.270, 3.958, 0.338)
F (-5.823, 1.763, 0.671)

Forces on the atoms, in the same order (eV/Å):
-0.4 -0.6 0.5
0.7 0.9 0.4
-0.7 -0.7 -0.1
0.1 -0.3 -0.1
-0.3 -0.6 -0.3
0.7 0.9 0.1
-0.7 -0.9 0.5
-0.8 -1.3 -1.5
0.7 1.4 0.8
-0.2 -0.3 -0.1
0.6 0.9 0.3
-0.6 0.2 -0.2
0.1 -0.3 0.0
0.0 -0.8 0.1
0.1 -0.9 0.4
0.0 0.7 -0.2
-0.3 0.0 0.5
0.1 -0.1 0.8
0.0 0.0 -1.2
0.3 0.3 -0.1
-0.3 0.3 0.0
0.2 -0.1 -0.4
0.0 0.4 -0.1
0.5 0.0 0.0
-0.1 -0.2 0.1
0.0 0.2 0.3
0.2 -0.3 0.0
-0.2 0.4 0.1
-0.1 0.4 -0.2
0.3 0.3 -0.2
-1.0 0.5 1.2
0.1 -0.1 -0.5
0.9 -0.1 0.5
0.1 -0.1 -0.2
-1.4 0.3 -0.5
0.3 -0.1 0.0
0.8 -0.2 -0.1
0.2 -0.3 -0.2
0.3 0.1 -0.3

Atom charges from the natural (NBO) analysis, given in e for atoms 1 to 4: -0.422, -0.771, -0.402, 1.184

***

Molecular formula: C12H11BrCl2HoO2
Method: DFT, wB97M-V/def2-TZVPD

charge: -1
2S+1: 5
expectation value of S²: 6.006
E_LUMO (alpha / beta): 2.76 / 2.76 eV
E_HOMO (alpha / beta): -4.747 / -4.833 eV

Element x y z (Å)
C (-0.969, -1.087, -2.289)
C (-1.019, -2.074, -1.295)
C (-1.732, -1.540, -0.194)
H (-0.558, -3.044, -1.334)
C (-2.136, -0.234, -0.525)
C (-1.639, 0.067, -1.801)
H (-1.758, 1.003, -2.317)
H (-0.495, -1.181, -3.249)
H (-1.892, -2.027, 0.749)
H (-2.671, 0.438, 0.117)
Ho (0.205, -0.328, -0.469)
Br (1.013, -2.172, 1.111)
C (2.173, 0.816, -0.115)
C (1.353, 1.583, -0.978)
C (1.190, 0.858, -2.166)
H (0.900, 2.527, -0.738)
C (1.897, -0.368, -2.038)
C (2.528, -0.368, -0.785)
H (3.122, -1.164, -0.381)
H (2.435, 1.068, 0.895)
H (0.620, 1.170, -3.023)
H (1.952, -1.154, -2.770)
Cl (-1.168, 2.779, 4.242)
C (-0.913, 1.049, 3.905)
Cl (-2.505, 0.253, 3.760)
C (-0.087, 0.891, 2.662)
O (1.111, 1.410, 2.642)
O (-0.585, 0.238, 1.626)
H (-0.372, 0.591, 4.759)

Forces on the atoms, in the same order (eV/Å):
-1.4 -0.6 -1.3
-1.9 -1.0 -0.9
-2.0 -0.9 -0.5
0.1 -0.1 0.0
-1.6 -0.6 -0.5
-1.6 -0.3 -1.1
0.0 0.1 -0.1
0.1 0.0 -0.1
0.1 0.0 0.1
0.0 0.1 0.2
-0.1 0.0 6.3
1.1 -2.3 1.4
1.9 1.0 -0.4
1.6 1.1 -0.6
1.3 0.9 -1.4
-0.1 0.2 0.1
1.4 0.8 -1.2
1.5 0.7 -0.5
0.0 -0.1 0.1
-0.1 0.0 0.1
-0.1 0.0 -0.1
0.0 -0.1 -0.1
0.1 0.0 0.1
-0.3 -0.4 0.8
0.2 0.0 0.2
4.0 0.1 -4.6
-4.3 -1.5 1.1
0.4 2.5 3.3
-0.5 0.4 -0.5

Atom charges from the natural (NBO) analysis, given in e for atoms 1 to 4: -0.346, -0.341, -0.322, 0.255

***

Molecular formula: C12H11ClFN3OS
Method: DFT, wB97M-V/def2-TZVPD

structure (SMILES): O=c1n(-c2ccc(Cl)cc2F)c(=S)n2n1CCCC2
E_LUMO: 0.57 eV
E_HOMO: -8.138 eV

Element x y z (Å)
O (-2.146, 0.029, 0.826)
C (-1.105, -0.205, 0.261)
N (-0.133, 0.705, -0.177)
C (-0.536, 1.961, -0.595)
C (-0.630, 2.955, 0.348)
C (-0.975, 4.265, -0.073)
C (-1.031, 4.510, -1.416)
Cl (-1.128, 6.150, -1.993)
C (-0.849, 3.511, -2.393)
C (-0.627, 2.273, -2.010)
F (-0.463, 1.381, -2.986)
C (1.061, -0.047, -0.547)
S (2.572, 0.599, -1.028)
N (0.842, -1.371, -0.195)
N (-0.497, -1.494, 0.268)
C (-0.926, -2.688, 1.021)
C (0.174, -3.758, 1.329)
C (1.545, -3.041, 1.541)
C (1.909, -2.301, 0.221)
H (-0.474, 2.752, 1.378)
H (-1.073, 5.165, 0.563)
H (-1.033, 3.693, -3.426)
H (-1.650, -3.121, 0.356)
H (-1.548, -2.385, 1.872)
H (0.218, -4.523, 0.613)
H (-0.095, -4.156, 2.340)
H (2.354, -3.687, 1.864)
H (1.410, -2.445, 2.387)
H (2.919, -1.731, 0.272)
H (1.914, -2.995, -0.622)

Forces on the atoms, in the same order (eV/Å):
-0.4 0.2 -0.9
1.2 -2.1 2.4
0.9 -4.0 -1.1
1.1 1.1 -1.8
-1.0 1.3 -1.3
0.5 0.3 0.3
0.4 0.0 -0.8
-0.3 0.0 0.1
-1.2 2.6 0.2
0.4 -1.8 2.4
0.0 -0.9 0.5
0.8 0.3 1.0
-2.0 -0.6 0.3
-0.5 2.9 0.0
0.9 1.3 -0.1
-0.6 -0.1 -0.9
0.2 2.3 2.7
-0.7 -0.8 -2.1
0.8 0.4 0.3
0.1 -0.3 0.6
0.1 -1.0 0.0
0.3 0.4 -0.6
-0.5 -0.7 -0.2
0.7 0.2 0.1
0.0 -1.0 -1.0
0.0 -0.2 -1.0
0.1 -0.5 -0.5
-0.1 1.8 1.1
-1.9 -0.8 -0.2
0.7 -0.4 0.3

Atom charges from the natural (NBO) analysis, given in e for atoms 1 to 4: -0.606, 0.776, -0.467, 0.059

***

Molecular formula: C12H11ClS
Method: DFT, wB97M-V/def2-TZVPD

2S+1: 3
expectation value of S²: 2.026
E_LUMO (alpha / beta): 0.72 / -0.99 eV
E_HOMO (alpha / beta): -6.593 / -8.866 eV

Element x y z (Å)
C (2.427, -1.894, -0.190)
C (1.917, -1.246, -1.253)
C (2.349, -1.310, 1.051)
C (1.135, -0.134, -1.086)
C (1.744, -0.062, 1.234)
C (0.987, 0.411, 0.167)
C (-0.676, 2.141, -0.812)
C (-1.052, 0.894, 1.432)
C (-1.645, 1.552, -1.436)
C (-2.083, 0.090, 1.257)
C (0.005, 1.535, 0.450)
C (-2.472, -0.516, 0.033)
S (-1.504, -1.839, -0.415)
Cl (-4.115, -0.476, -0.459)
H (3.148, -2.672, -0.222)
H (2.081, -1.562, -2.250)
H (2.868, -1.766, 1.964)
H (0.695, 0.355, -1.964)
H (1.807, 0.279, 2.285)
H (-0.050, 2.964, -1.237)
H (-1.056, 1.458, 2.338)
H (-2.191, 1.556, -2.357)
H (-2.940, -0.042, 2.060)
H (0.507, 2.353, 1.076)
H (-1.887, -2.067, -1.666)

Forces on the atoms, in the same order (eV/Å):
1.4 -0.3 1.4
-0.5 0.3 -1.3
0.8 0.6 2.3
-0.1 0.7 -0.6
0.0 -2.1 0.7
0.2 1.8 0.5
1.9 -0.2 0.7
0.8 2.2 -0.2
0.1 0.6 -0.5
-2.9 0.0 1.2
-1.2 0.0 0.9
-0.2 -1.6 -0.2
0.6 -0.7 0.1
-0.2 0.1 0.0
0.1 -1.1 -0.7
0.2 -0.6 -0.8
-0.7 0.5 -1.6
0.0 -0.3 0.6
-0.6 0.5 -1.0
-0.7 -0.3 0.0
0.2 -0.2 0.9
-0.2 0.2 -0.1
2.1 0.6 -1.2
-0.6 -1.1 -1.1
-0.3 0.2 -0.4

Atom charges from the natural (NBO) analysis, given in e for atoms 1 to 4: -0.245, -0.189, -0.183, -0.227

***

Molecular formula: C12H11IrN2O2STe4
Method: DFT, wB97M-V/def2-TZVPD

charge: +1
2S+1: 2
expectation value of S²: 1.131
E_LUMO (alpha / beta): -6.11 / -5.69 eV
E_HOMO (alpha / beta): -11.366 / -11.448 eV

Element x y z (Å)
Ir (-0.100, 0.001, 0.114)
Te (-0.560, -2.424, 0.195)
Te (0.658, -3.822, -1.673)
Te (2.178, -2.077, -2.919)
Te (1.559, 0.226, -1.733)
C (-5.084, -1.404, 6.794)
C (-3.935, -0.968, 5.930)
C (-3.582, -1.701, 4.795)
C (-2.506, -1.326, 4.015)
C (-1.774, -0.198, 4.361)
C (-2.105, 0.549, 5.481)
C (-3.184, 0.156, 6.258)
S (-0.383, 0.276, 3.396)
O (0.500, -0.843, 3.258)
O (0.092, 1.534, 3.891)
N (-1.017, 0.515, 1.872)
C (-1.272, 1.832, 1.453)
C (-1.840, 2.916, 2.100)
C (-2.011, 4.067, 1.355)
C (-1.628, 4.124, 0.012)
C (-1.055, 3.015, -0.562)
N (-0.877, 1.905, 0.163)
H (-5.849, -1.913, 6.210)
H (-5.542, -0.556, 7.302)
H (-4.736, -2.100, 7.561)
H (-4.159, -2.577, 4.528)
H (-2.232, -1.909, 3.144)
H (-1.517, 1.419, 5.740)
H (-3.445, 0.735, 7.135)
H (-2.126, 2.847, 3.139)
H (-2.458, 4.939, 1.816)
H (-1.775, 5.020, -0.572)
H (-0.731, 2.985, -1.593)

Forces on the atoms, in the same order (eV/Å):
0.1 -0.2 -0.4
0.1 0.2 0.3
0.0 -0.1 -0.1
0.1 -0.1 -0.1
-0.2 0.1 0.1
0.0 0.0 0.0
0.0 0.0 0.0
0.0 0.0 0.0
0.0 0.0 0.0
0.0 0.0 0.0
0.0 0.0 0.0
0.0 0.0 0.0
-0.1 -0.1 0.1
-0.1 -0.1 -0.1
0.1 0.0 0.0
0.0 0.6 -0.1
0.0 -0.2 0.0
0.0 0.0 0.0
0.0 0.0 -0.1
0.0 0.0 0.0
0.0 0.0 0.0
0.0 0.0 0.3
0.0 0.0 0.0
0.0 0.0 0.0
0.0 0.0 0.0
0.0 0.0 0.0
0.0 0.0 0.0
0.0 0.0 0.0
0.0 0.0 0.0
0.0 0.0 0.0
0.0 0.0 0.0
0.0 0.0 0.0
0.0 0.0 0.0

Atom charges from the natural (NBO) analysis, given in e for atoms 1 to 4: 0.404, 0.263, 0.258, 0.162